(w)
This record from the Open Molecules 2025 dataset describes the molecule C12H18N2O2. The level of theory is the ωB97M-V functional and the def2-TZVPD basis.

Atoms and positions in Å:
O  -2.256  -2.035  -0.781
O  -2.170  -1.039  1.211
N  0.184  -3.011  0.089
N  2.366  1.395  -0.519
C  -2.803  0.244  -0.748
C  0.779  -2.599  -1.023
C  2.978  0.242  0.127
C  1.248  1.969  0.220
C  -2.378  -0.980  0.028
C  -1.234  1.765  0.606
C  -0.097  1.554  -0.389
C  1.700  -1.569  -1.057
C  -2.630  1.559  0.012
C  2.027  -0.923  0.132
C  1.422  -1.372  1.298
C  0.508  -2.412  1.222
H  1.273  1.649  1.272
H  1.321  3.060  0.209
H  0.000  -2.772  2.106
H  -2.858  2.376  -0.676
H  -3.854  0.109  -1.014
H  3.078  2.094  -0.692
H  3.290  0.459  1.165
H  -1.103  1.074  1.439
H  0.485  -3.118  -1.926
H  -2.235  0.252  -1.679
H  2.144  -1.251  -1.987
H  -1.181  2.782  1.003
H  -3.353  1.595  0.829
H  -1.850  -2.791  -0.310
H  -0.040  0.501  -0.665
H  1.643  -0.913  2.250
H  3.868  -0.025  -0.451
H  -0.271  2.130  -1.300

Summary:
SMILES = O=C(O)CCCCCNCc1ccncc1
Kohn-Sham gap = 9.84 eV
E_HOMO = -9.091 eV
LUMO level = 0.75 eV

These are the natural (NBO) partial charges, in e, on atoms 1 to 2: O -0.70; O -0.62

(x)
This record from the Open Molecules 2025 dataset describes the molecule C12H18N2O2. The level of theory is the ωB97M-V functional and the def2-TZVPD basis.

Atoms and positions in Å:
O  0.747  1.830  0.069
O  -0.675  0.466  -1.172
N  -0.910  0.202  1.606
N  3.894  0.308  -2.301
C  -2.731  -0.957  0.650
C  -1.838  1.096  -0.533
C  -3.078  1.392  1.629
C  0.558  0.528  -0.329
C  1.655  -1.364  -1.670
C  2.858  0.775  -1.597
C  1.389  -0.544  1.920
C  1.687  -0.044  -1.200
C  2.716  -1.807  -2.465
C  -2.213  0.472  0.841
C  0.243  -0.375  0.903
C  3.762  -0.939  -2.749
H  2.243  -1.131  1.472
H  -1.587  2.135  -0.175
H  -2.664  1.222  -1.248
H  -3.693  -0.827  0.217
H  -4.000  1.538  0.976
H  2.985  1.827  -1.195
H  0.030  -1.390  0.488
H  4.419  -1.263  -3.498
H  -2.040  -1.492  -0.015
H  -1.120  -0.167  2.513
H  -0.173  2.092  0.296
H  0.764  -1.972  -1.608
H  -2.557  2.348  1.878
H  -2.699  -1.549  1.612
H  0.979  -1.011  2.822
H  2.524  -2.830  -2.856
H  1.902  0.431  2.184
H  -3.378  1.002  2.535

Summary:
SMILES = C[C@H]1NC(C)(C)CO[C@]1(O)c1cccnc1
Kohn-Sham gap = 9.39 eV
E_HOMO = -8.718 eV
LUMO level = 0.67 eV

These are the natural (NBO) partial charges, in e, on atoms 1 to 2: O -0.71; O -0.56

Most stable one: (w), least stable one: (x).

(w)
This record from the Open Molecules 2025 dataset describes a cluster of 2 separate species, H2N2O3S in total. The level of theory is the ωB97M-V functional and the def2-TZVPD basis.

Atoms and positions in Å:
S  -2.136  0.170  -0.704
O  2.877  -0.283  0.016
O  0.872  -0.855  -0.224
O  1.301  1.161  0.290
N  1.718  0.041  0.042
N  -1.203  -0.034  0.494
H  -0.464  0.701  0.566
H  -2.965  -0.901  -0.479

Summary:
Kohn-Sham gap (alpha / beta) = 6.07 / 7.04 eV
E_HOMO (alpha / beta) = -9.250 / -9.849 eV
LUMO level (alpha / beta) = -3.18 / -2.81 eV

These are the natural (NBO) partial charges, in e, on atoms 1 to 2: S 0.69; O -0.40

(x)
This record from the Open Molecules 2025 dataset describes a cluster of 2 separate species, H2N2O3S in total. The level of theory is the ωB97M-V functional and the def2-TZVPD basis.

Atoms and positions in Å:
S  2.937  1.411  -1.566
O  3.038  -0.027  -1.581
O  -0.219  -0.162  0.056
O  2.966  1.985  -0.229
N  -0.316  1.073  -0.135
N  0.405  -0.738  1.045
H  -0.116  1.547  0.699
H  0.342  -1.749  0.790

Summary:
Kohn-Sham gap (alpha / beta) = 8.81 / 8.70 eV
E_HOMO (alpha / beta) = -10.097 / -9.988 eV
LUMO level (alpha / beta) = -1.29 / -1.28 eV

These are the natural (NBO) partial charges, in e, on atoms 1 to 2: S 1.64; O -0.82

Most stable one: (x), least stable one: (w).